C45H40AsCsN3O4 as an isolated structure. Source: the OMol25 dataset; level of theory: ωB97M-V/def2-TZVPD.

XYZ file:
```
94
Properties=species:S:1:pos:R:3:lowdin_charge:R:1
Cs 2.01 -1.25 -0.63 1.112
O -2.51 -0.42 3.78 0.021
C -2.84 -1.66 3.38 -0.286
C -4.04 -2.21 3.84 -0.030
C -4.43 -3.48 3.46 -0.114
C -3.63 -4.23 2.60 -0.118
C -2.45 -3.68 2.13 -0.057
C -2.04 -2.40 2.50 -0.092
C -0.80 -1.83 1.87 -0.511
O -0.27 -2.44 0.89 -0.200
N -0.39 -0.69 2.41 0.015
N 0.62 -0.10 1.67 -0.099
C 1.49 0.64 2.26 -0.162
C 1.75 1.07 3.62 -0.150
C 0.96 0.77 4.74 -0.062
C 1.22 1.30 5.98 -0.140
C 2.31 2.17 6.13 -0.137
C 3.12 2.48 5.06 -0.053
C 2.90 1.94 3.75 -0.441
O 3.66 2.25 2.78 -0.122
H -1.60 -0.25 3.35 0.051
H -4.65 -1.61 4.51 0.107
H -5.36 -3.89 3.83 0.091
H -3.93 -5.23 2.31 0.086
H -1.81 -4.22 1.44 0.107
H 2.22 1.07 1.58 0.084
H 0.12 0.10 4.61 0.084
H 0.59 1.06 6.83 0.078
H 2.52 2.60 7.10 0.085
H 3.97 3.15 5.18 0.092
C 5.68 0.59 0.78 -0.033
C 5.48 -0.60 -0.12 -0.313
C 5.41 -0.46 -1.50 -0.088
C 5.22 -1.57 -2.33 -0.121
C 5.11 -2.84 -1.78 -0.129
C 5.18 -2.99 -0.40 -0.121
C 5.36 -1.88 0.42 -0.086
H 6.41 0.37 1.57 0.086
H 4.77 0.92 1.29 0.062
H 6.06 1.45 0.21 0.080
H 5.50 0.53 -1.94 0.113
H 5.17 -1.43 -3.40 0.102
H 4.97 -3.70 -2.42 0.101
H 5.09 -3.97 0.04 0.104
H 5.41 -2.01 1.49 0.120
O 0.70 1.01 -2.12 -0.610
As -0.59 1.89 -1.58 1.160
C -2.20 0.84 -1.46 -0.284
C -2.14 -0.30 -0.66 -0.072
C -3.26 -1.11 -0.54 -0.052
C -4.42 -0.78 -1.22 -0.077
C -4.48 0.35 -2.02 -0.092
C -3.36 1.17 -2.14 -0.092
C -0.29 2.71 0.11 -0.321
C 0.93 3.34 0.33 -0.091
C 1.22 3.85 1.58 -0.072
C 0.29 3.73 2.61 -0.066
C -0.93 3.12 2.38 -0.065
C -1.23 2.60 1.13 -0.095
C -0.99 3.30 -2.84 -0.303
C -0.52 3.18 -4.14 -0.087
C -0.81 4.17 -5.07 -0.087
C -1.58 5.27 -4.69 -0.095
C -2.04 5.39 -3.39 -0.088
C -1.75 4.40 -2.46 -0.096
H -1.22 -0.55 -0.14 0.073
H -3.21 -1.99 0.09 0.100
H -5.30 -1.41 -1.11 0.102
H -5.39 0.60 -2.54 0.097
H -3.41 2.05 -2.76 0.095
H 1.67 3.37 -0.46 0.111
H 2.20 4.26 1.79 0.107
H 0.55 4.07 3.60 0.113
H -1.63 2.99 3.20 0.109
H -2.16 2.07 0.97 0.102
H 0.09 2.32 -4.40 0.101
H -0.45 4.08 -6.08 0.099
H -1.80 6.04 -5.42 0.098
H -2.62 6.25 -3.10 0.100
H -2.09 4.50 -1.43 0.109
C -3.11 -3.57 -4.37 -0.044
C -1.71 -3.62 -3.83 -0.268
C -0.60 -3.57 -4.66 -0.039
C 0.67 -3.55 -4.11 -0.153
N 0.91 -3.57 -2.80 0.022
C -0.16 -3.63 -2.00 -0.170
C -1.47 -3.66 -2.46 -0.015
H -3.17 -4.05 -5.35 0.074
H -3.43 -2.53 -4.49 0.085
H -3.81 -4.06 -3.69 0.078
H -0.72 -3.54 -5.74 0.106
H 1.54 -3.49 -4.76 0.101
H 0.02 -3.61 -0.93 0.066
H -2.28 -3.69 -1.75 0.111
```

- LUMO (hartree) = 0.0654
- spin multiplicity = 1
- HOMO level (eV) = -3.480
- net charge = -1
- energy above the lowest of the compared OMol25 structures with the same formula, charge and spin (kJ/mol) = 0.0
- calculated total energy (hartree) = -4460.03030
- max |F| (Eh/bohr) = 0.0037
- gap between HOMO and LUMO (Ha) = 0.1933